A 2-piece molecular cluster, C29H30ClN2O5S overall. Source: the Open Molecules 2025 dataset; level of theory: wB97M-V/def2-TZVPD.

The geometry in XYZ format:
```
68
Properties=species:S:1:pos:R:3:lowdin_charge:R:1
Cl -1.096 2.908 2.608 0.503
S -3.479 2.910 0.844 0.533
O -3.246 1.576 0.328 -0.389
O 1.688 -4.277 -0.364 0.013
O 5.483 5.527 -1.951 0.045
O -3.241 4.071 0.015 -0.380
O 4.993 4.498 -3.827 0.044
N 4.833 4.674 -2.597 -0.325
N -10.598 3.126 2.136 0.127
C -5.928 4.219 1.235 -0.042
C -5.961 1.812 1.464 -0.041
C 2.328 2.035 -1.938 -0.018
C 1.307 1.211 0.187 0.062
C 2.534 -2.151 -0.984 -0.051
C 3.169 2.887 -2.621 0.015
C 4.534 -3.714 -1.105 -0.053
C 4.494 -1.748 -2.584 -0.076
C 0.407 -4.302 2.325 -0.053
C -1.361 -2.582 2.270 -0.070
C -5.261 2.992 1.215 -0.254
C -0.382 -3.368 1.404 -0.550
C 0.571 -2.429 0.617 -0.052
C 3.878 3.877 -1.912 -0.160
C 1.603 -3.031 -0.253 -0.261
C 2.751 3.261 0.136 0.011
C -1.196 -4.232 0.440 -0.051
C -8.020 3.077 1.698 -0.249
C -9.443 3.110 1.940 -0.185
C 0.491 -1.063 0.691 0.048
C -2.722 3.105 2.380 -0.941
C 1.395 -0.186 -0.003 -0.169
C 2.107 2.158 -0.524 -0.174
C -7.307 4.260 1.473 -0.031
C 3.610 -2.791 -1.904 -0.547
C 2.418 -0.799 -0.805 0.029
C -7.338 1.855 1.699 -0.030
C 2.960 -3.630 -3.009 -0.050
C 3.665 4.056 -0.528 0.012
H -3.225 3.757 3.089 -0.010
H 4.252 4.822 -0.023 0.120
H -1.998 -1.929 1.662 0.092
H -0.830 -1.983 3.018 0.091
H -5.388 5.146 1.048 0.115
H -0.524 -4.863 -0.145 0.074
H -7.888 0.928 1.877 0.117
H 3.337 2.794 -3.692 0.121
H -1.781 -3.597 -0.233 0.092
H -2.013 -3.284 2.804 0.086
H 1.808 1.250 -2.492 0.128
H 2.293 -3.010 -3.616 0.090
H 2.395 -4.454 -2.568 0.076
H 1.068 -4.936 1.732 0.073
H -0.280 -0.588 1.300 0.119
H 1.000 -3.720 3.038 0.089
H -7.832 5.218 1.475 0.116
H 0.650 1.577 0.971 0.074
H 2.561 3.429 1.197 0.123
H 3.740 -4.042 -3.662 0.084
H -1.883 -4.870 1.008 0.084
H -0.289 -4.938 2.885 0.084
H 3.906 -1.062 -3.205 0.085
H 3.152 -0.145 -1.277 0.095
H 3.956 -4.526 -0.660 0.076
H -5.443 0.855 1.456 0.115
H 5.206 -2.265 -3.243 0.086
H 5.074 -1.179 -1.850 0.088
H 5.041 -3.149 -0.316 0.089
H 5.294 -4.139 -1.774 0.085
```

Results
LUMO level, eV: 0.1
Highest occupied orbital energy, eV: -3.245
Calculated total energy, hartree: -2467.0423
Charge: -1
Maximum force, eV Å⁻¹: 4.00

---

One molecule with the formula C5H6O2. Source: the Open Molecules 2025 dataset; level of theory: wB97M-V/def2-TZVPD.

The geometry in XYZ format:
```
13
Properties=species:S:1:pos:R:3:lowdin_charge:R:1
O -1.715 2.002 -0.395 0.077
O -0.688 -0.938 1.258 -0.106
C -0.010 0.307 -0.605 -0.233
C -0.545 1.734 -0.507 -0.204
C -0.996 -0.774 -0.120 -0.196
C 1.954 -0.652 0.876 0.119
C 1.083 -0.014 0.320 -0.110
H 0.417 0.183 -1.618 0.163
H -0.878 -1.704 -0.692 0.128
H 0.228 2.528 -0.577 0.131
H 0.199 -1.366 1.381 0.065
H 2.986 -0.875 0.857 0.041
H -2.034 -0.432 -0.177 0.124
```

Results
LUMO level, eV: 0.7
Highest occupied orbital energy, eV: -9.794
Structure (SMILES): C#C[C@H](C=O)CO
Calculated total energy, hartree: -344.4642
Maximum force, eV Å⁻¹: 1.97

---

C14H7Cl2F3N2O2SeSr as an isolated structure. Source: the Open Molecules 2025 dataset; level of theory: wB97M-V/def2-TZVPD.

The geometry in XYZ format:
```
32
Properties=species:S:1:pos:R:3:lowdin_charge:R:1
Sr -1.750 0.612 -0.270 1.629
Se -3.237 -2.948 -0.648 1.228
Cl 3.202 0.136 -0.157 0.722
Cl 4.180 5.432 -0.289 0.665
F -4.969 1.219 -1.414 -0.057
F -5.020 1.226 0.756 -0.050
F -4.887 -0.670 -0.322 -0.182
O 0.379 0.970 -0.223 -0.360
O -1.580 2.859 -0.281 -0.188
N -1.867 -1.913 -0.185 -0.376
N -2.377 -4.439 -0.350 -0.231
C 1.044 -4.654 0.846 -0.069
C 1.345 -3.254 0.913 -0.062
C -0.632 3.649 -0.296 -0.168
C -0.864 -2.726 0.160 -0.365
C 0.434 -2.304 0.583 -0.031
C -1.160 -4.138 0.076 -0.384
C -4.334 0.657 -0.309 -0.550
C -0.168 -5.099 0.439 -0.019
C 2.613 1.764 -0.210 -0.568
C 3.029 4.131 -0.269 -0.668
C 0.768 3.315 -0.277 -0.126
C 1.689 4.381 -0.293 -0.064
C 3.497 2.808 -0.226 -0.109
C 1.202 1.958 -0.237 -0.382
H 4.562 2.618 -0.206 0.111
H 2.334 -2.947 1.232 0.105
H 0.689 -1.251 0.608 0.066
H 1.323 5.401 -0.324 0.118
H -0.854 4.726 -0.326 0.137
H 1.812 -5.366 1.123 0.107
H -0.403 -6.153 0.377 0.117
```

Results
LUMO level, eV: -1.3
Highest occupied orbital energy, eV: -8.485
Calculated total energy, hartree: -4449.8547
Maximum force, eV Å⁻¹: 2.41

---

One molecule with the formula C6H9NO. Source: the Open Molecules 2025 dataset; level of theory: wB97M-V/def2-TZVPD.

The geometry in XYZ format:
```
17
Properties=species:S:1:pos:R:3:lowdin_charge:R:1
O 1.143 1.729 -0.327 0.064
N -0.888 -0.708 1.039 0.024
C 1.492 -0.841 0.076 -0.044
C -1.378 0.615 0.618 -0.164
C -0.714 0.292 -0.729 -0.314
C 0.721 0.444 -0.366 -0.415
C -1.074 -1.055 -0.574 -0.061
C 0.564 -0.304 0.993 -0.259
H 1.669 1.986 -1.037 0.076
H 2.605 -0.677 0.302 0.148
H -0.803 1.118 -1.617 0.192
H 0.904 0.088 1.958 0.156
H -1.006 1.407 1.394 0.150
H -0.093 -1.541 -0.996 0.121
H 1.367 -1.793 -0.425 0.090
H -2.486 0.718 0.568 0.117
H -2.023 -1.479 -0.875 0.118
```

Results
LUMO level, eV: 0.8
Highest occupied orbital energy, eV: -8.819
Structure (SMILES): O[C@@]12C[C@@H]1N1CC2C1
Calculated total energy, hartree: -363.8221
Maximum force, eV Å⁻¹: 8.52

---

One molecule with the formula C9H8N2O2S. Source: the Open Molecules 2025 dataset; level of theory: wB97M-V/def2-TZVPD.

The geometry in XYZ format:
```
22
Properties=species:S:1:pos:R:3:lowdin_charge:R:1
S 3.935 0.220 -0.571 0.969
O 3.890 -0.622 -1.729 -0.480
O 0.347 2.043 -0.566 -0.059
N 1.685 1.747 -0.903 0.057
N 2.215 0.693 1.237 0.086
C -0.600 1.054 -0.511 -0.289
C -1.623 1.435 0.373 0.018
C 3.141 -0.109 1.821 -0.174
C 4.076 -0.573 0.958 -0.241
C 2.367 0.822 -0.003 -0.437
C -1.690 -1.023 -1.016 -0.064
C -2.797 0.622 0.387 -0.074
C -2.790 -0.551 -0.299 -0.121
C -0.629 -0.156 -1.159 -0.047
H 3.129 -0.187 2.840 0.085
H -3.770 0.934 0.767 0.109
H -1.462 2.474 0.851 0.150
H 0.128 -0.461 -1.809 0.092
H -1.541 -1.996 -1.592 0.136
H 1.663 1.323 -1.823 0.118
H -3.609 -1.169 -0.320 0.074
H 4.637 -1.494 1.091 0.092
```

Results
LUMO level, eV: -0.5
Highest occupied orbital energy, eV: -8.918
Calculated total energy, hartree: -1005.7561
Maximum force, eV Å⁻¹: 3.48

---

A 7-piece molecular cluster, C12H38O13 overall. Source: the Open Molecules 2025 dataset; level of theory: wB97M-V/def2-TZVPD.

The geometry in XYZ format:
```
63
Properties=species:S:1:pos:R:3:lowdin_charge:R:1
O 6.828 -28.307 12.914 -0.072
O 6.581 -27.418 17.801 -0.017
O 5.591 -30.437 11.735 -0.056
O 9.339 -25.953 12.478 -0.081
O 8.915 -29.770 13.690 -0.086
O 5.595 -31.353 9.172 -0.030
O 4.090 -25.940 9.369 -0.088
O 6.853 -27.875 10.162 -0.083
O 2.662 -29.078 16.611 -0.065
O 7.481 -23.587 12.896 -0.019
O 5.022 -30.592 14.566 -0.046
O 5.567 -26.238 14.595 -0.084
O 11.538 -27.691 15.353 -0.041
C 7.420 -24.645 11.995 -0.253
C 10.994 -28.367 14.248 -0.214
C 9.546 -28.870 14.633 -0.167
C 3.842 -29.695 16.315 -0.272
C 6.629 -27.407 16.452 -0.306
C 8.838 -25.016 11.518 -0.216
C 6.584 -31.433 11.469 -0.182
C 5.467 -27.633 10.035 -0.201
C 5.424 -26.557 16.009 -0.155
C 6.115 -32.105 10.254 -0.260
C 4.076 -29.698 14.819 -0.304
C 5.371 -26.448 9.032 -0.191
H 5.325 -25.645 16.585 0.123
H 2.730 -28.589 17.427 0.088
H 8.917 -25.467 10.483 0.118
H 7.445 -29.042 13.171 0.030
H 5.989 -27.020 14.256 0.007
H 7.149 -28.279 9.388 0.075
H 7.543 -30.860 11.522 0.137
H 10.197 -25.681 12.848 0.084
H 5.507 -31.978 8.474 0.071
H 6.567 -32.219 12.177 0.117
H 6.762 -28.372 16.036 0.105
H 7.389 -27.848 18.041 0.090
H 9.537 -29.315 15.593 0.113
H 5.035 -30.655 13.587 0.071
H 5.953 -29.625 11.893 -0.030
H 9.258 -29.514 12.815 0.100
H 5.321 -26.745 7.952 0.131
H 4.957 -27.606 10.938 0.106
H 3.336 -26.503 9.537 0.086
H 8.876 -28.074 14.780 0.072
H 4.606 -29.047 16.858 0.117
H 7.038 -25.536 12.459 0.090
H 6.703 -23.637 13.392 0.055
H 6.155 -25.726 9.236 0.104
H 11.743 -26.798 15.110 0.078
H 5.328 -32.761 10.459 0.109
H 7.557 -27.096 16.132 0.086
H 4.473 -27.074 16.039 0.094
H 6.750 -24.406 11.166 0.112
H 6.848 -32.822 10.021 0.109
H 4.324 -28.880 14.263 0.088
H 5.160 -28.568 9.511 0.128
H 11.057 -27.736 13.451 0.065
H 3.071 -30.091 14.544 0.138
H 6.995 -28.044 11.974 0.035
H 3.716 -30.667 16.797 0.130
H 11.621 -29.288 14.022 0.142
H 9.452 -24.134 11.287 0.118
```

Results
LUMO level, eV: 0.2
Highest occupied orbital energy, eV: -9.304
Structure (SMILES): OCCO.OCCO.OCCO.OCCO.OCCO.OCCO.O
Calculated total energy, hartree: -1457.8708
Maximum force, eV Å⁻¹: 5.79

---

One molecule with the formula C2H4N2OS. Source: the Open Molecules 2025 dataset; level of theory: wB97M-V/def2-TZVPD.

The geometry in XYZ format:
```
10
Properties=species:S:1:pos:R:3:lowdin_charge:R:1
S -0.127 0.777 1.616 0.907
O 1.165 2.615 0.170 -0.065
N 0.614 0.731 -0.869 0.020
N 0.687 1.469 0.125 -0.584
C 0.172 -0.637 -0.677 -0.268
C -0.763 -0.643 0.502 -0.401
H -0.333 -0.885 -1.725 0.159
H -0.624 -1.598 1.161 0.106
H 0.975 -1.307 -0.560 0.088
H -1.767 -0.520 0.257 0.037
```

Results
LUMO level, eV: 0.2
Highest occupied orbital energy, eV: -9.756
Structure (SMILES): [O-][N+]1=NCCS1
Calculated total energy, hartree: -661.4247
Maximum force, eV Å⁻¹: 4.12

---

One molecule with the formula C4H4O2. Source: the Open Molecules 2025 dataset; level of theory: wB97M-V/def2-TZVPD.

The geometry in XYZ format:
```
10
Properties=species:S:1:pos:R:3:lowdin_charge:R:1
O 1.133 -0.196 -0.036 -0.023
O 0.233 1.684 -0.891 0.072
C -0.969 -0.982 1.803 0.202
C 1.167 1.080 -0.433 -0.336
C -0.142 -0.826 -0.170 -0.221
C -1.225 -0.246 0.773 -0.203
H -1.886 0.547 0.441 0.110
H 2.177 1.486 -0.281 0.150
H -0.545 -0.657 -1.168 0.132
H 0.059 -1.890 -0.038 0.119
```

Results
LUMO level, eV: -0.1
Highest occupied orbital energy, eV: -10.707
Calculated total energy, hartree: -305.1506
Maximum force, eV Å⁻¹: 0.62

---

In eV, the relative energy (zero: lowest compared OMol25 entry of this formula, charge and spin) values for the records above are, in order, 0.000; 3.746; 0.396; 5.501; 5.849; 3.971; 4.378; 3.505.